Below is a 2-piece molecular cluster, C3H6Cl2O3 overall, with properties calculated with ωB97M-V/def2-TZVPD.

Each line ends with the natural charge from an NBO analysis.
Cartesian coordinates (Å):
C 0.8560 -0.0186 -1.3951  -0.398
C -0.3529 -0.5509 -0.8365  0.023
C -0.4910 0.9485 1.3057  0.521
O -0.2674 -1.6687 -0.0172  -0.697
O 0.6064 1.7704 1.2600  -0.687
O -0.4855 -0.1406 2.0028  -0.726
Cl 1.5270 -1.1555 -2.7311  -0.167
Cl -2.0075 1.6339 0.8884  -0.008
H 1.5860 0.2003 -0.7277  0.212
H 0.7090 0.9695 -1.9884  0.243
H -1.2509 -0.3927 -1.3555  0.175
H -1.1245 -2.1358 0.0461  0.502
H 1.1437 1.5640 2.0715  0.492
H -0.4484 -1.0239 1.4770  0.514

Values from the calculation:
Total energy (eV): -34392.08585
Kohn-Sham gap (alpha / beta) (eV): 8.0 / 7.3
ΔE to the lowest compared entry with this formula, charge and spin (kJ/mol): 329.0
Net charge: 0